ORCA calculation (wB97M-V/def2-TZVPD) on a structure of composition C8H14N3O2S in a non-equilibrium geometry.

The geometry in ORCA input format:
```
! wB97M-V def2-TZVPD RIJCOSX def2/J DEFGRID3
* xyz 1 1
C 1.43983 -2.07421 -2.19167
C 1.41061 -0.72095 -2.26591
C -0.29463 -1.35419 -1.04400
C -1.48840 1.68732 2.73334
C -1.89977 0.71119 1.66292
C -0.43077 1.16993 1.72784
C -0.17797 -3.79860 -1.16461
C 1.43157 2.48520 1.22334
N 0.32848 -2.42613 -1.42326
N 0.28740 -0.25920 -1.52109
N 0.08929 2.16059 0.94543
O -1.46091 1.46267 -1.54087
O 0.84181 2.24366 -2.05637
S -0.09222 1.56442 -1.29538
H 2.09225 -2.71004 -2.80320
H 1.91830 0.00676 -2.89145
H -0.98926 -1.37054 -0.25919
H -1.67981 2.69986 2.58175
H -1.10307 1.49869 3.71695
H -2.29890 -0.31433 1.75144
H -2.45760 1.31168 0.91468
H 0.24594 0.42959 2.08571
H 0.42706 -4.54946 -1.69131
H -0.21547 -4.02192 -0.06596
H -1.21623 -3.67860 -1.39411
H 2.16253 1.60311 1.23457
H 1.79128 3.41099 0.66746
H 1.33868 2.83249 2.36291
*
```

Calculated values
- HOMO energy (alpha / beta): -12.579 / -12.579 eV